The molecule C13H13N3O4S in a non-equilibrium geometry, computed with ωB97M-V/def2-TZVPD.

Computed properties:
Frontier orbital gap, eV: 8.99
Energy relative to the best compared isomer or geometry (same formula, charge and spin), kJ/mol: 15.94
Spin multiplicity: 1
E_tot, Ha: -1366.56028
LUMO, eV: 0.315

Last column: Löwdin charge in e.
Element x y z (Å)
C: -6.0814 -0.4079 -0.5763  -0.079
C: -5.4507 -1.3188 0.4677  -0.264
O: -4.3276 -2.0152 -0.0681  -0.136
C: -3.0952 -1.7739 0.5299  -0.239
C: -2.5048 -0.4244 0.2638  -0.531
N: -3.1308 0.6291 -0.0955  0.005
N: -2.3742 1.7049 -0.2519  0.017
C: -1.1216 1.4991 -0.0169  -0.583
N: -0.2116 2.5113 -0.0618  0.121
C: 1.1670 2.4925 0.0585  -0.434
O: 1.7560 3.5163 0.3086  0.110
C: 1.8376 1.1904 -0.1861  -0.213
C: 1.5894 0.4890 -1.3609  -0.081
C: 2.2608 -0.6935 -1.6537  0.020
C: 3.1723 -1.1414 -0.7272  -0.194
C: 3.4340 -0.4302 0.4492  -0.187
C: 2.7921 0.7464 0.7377  0.076
O: 4.3803 -1.0935 1.1764  0.045
C: 4.7168 -2.2406 0.4251  -0.148
O: 3.9478 -2.2617 -0.7604  0.046
S: -0.7650 -0.1604 0.4616  1.127
H: -6.9759 0.0536 -0.1671  0.072
H: -6.3492 -0.9881 -1.4548  0.073
H: -5.3750 0.3653 -0.8627  0.049
H: -5.1529 -0.7355 1.3440  0.115
H: -6.1727 -2.0831 0.7837  0.116
H: -2.4158 -2.5339 0.1291  0.126
H: -3.1457 -1.9102 1.6257  0.133
H: -0.6278 3.4379 -0.0592  0.166
H: 0.8725 0.8741 -2.0704  0.124
H: 2.0768 -1.2378 -2.5642  0.124
H: 3.0002 1.3067 1.6331  0.138
H: 5.7877 -2.2138 0.1690  0.143
H: 4.5063 -3.1454 1.0166  0.142